Density functional theory data (ωB97M-V/def2-TZVPD) for a single C10H11F3N2O molecule.

The value obtained for the lowest unoccupied orbital energy is 0.5665 eV. As for the SMILES: [H]/N=C(\OCN(C)c1ccccc1)C(F)(F)F. For the HOMO energy, the calculation gives -8.04 eV.

CARTESIAN COORDINATES (ANGSTROEM)
H: 3.95807 -3.03569 1.42379
N: 4.59679 -2.28294 1.14946
C: 4.17049 -1.09455 1.15236
O: 2.97924 -0.56426 1.45147
C: 1.97343 -1.49536 1.96806
N: 0.75164 -1.34371 1.20703
C: 0.32748 -2.53431 0.50458
C: -0.00914 -0.20537 1.34397
C: 0.46267 0.84523 2.16449
C: -0.33627 1.95606 2.42001
C: -1.59702 2.06976 1.82238
C: -2.04765 1.07218 0.94280
C: -1.26108 -0.05401 0.69175
C: 5.21996 0.01867 0.71640
F: 6.45025 -0.49900 0.54766
F: 4.83461 0.61288 -0.44949
F: 5.28229 0.99715 1.66755
H: 1.81387 -1.21379 3.02411
H: 2.29406 -2.53722 1.88963
H: -0.39380 -2.30558 -0.27862
H: 1.21352 -2.98248 0.03561
H: -0.10891 -3.26564 1.20143
H: 1.46120 0.76298 2.58776
H: 0.04498 2.72845 3.08869
H: -2.22700 2.93091 2.04522
H: -3.02269 1.18324 0.45968
H: -1.59723 -0.82548 -0.00282

Atomic partial charges in e from the natural (NBO) method, atoms 1 to 2: 0.35, -0.67

Density functional theory data (ωB97M-V/def2-TZVPD) for 2 unconnected molecules or ions with the total composition C6H13N2OP.

The value obtained for the lowest unoccupied orbital energy (spin up / spin down) is 0.9429 / -1.6638 eV. Its multiplicity is 3. For the HOMO energy (spin up / spin down), the calculation gives -6.00 / -8.83 eV.

CARTESIAN COORDINATES (ANGSTROEM)
C: 1.70532 0.17757 -2.24734
C: 1.35130 -0.50415 -3.37157
C: 0.51299 -0.08509 0.95705
C: 1.61498 -0.87562 1.60068
C: -2.23439 0.55431 2.68705
C: -1.39763 -0.11201 -1.04392
N: 0.55349 2.12802 0.02843
N: 0.68818 1.13260 0.58491
O: -2.19271 0.26017 1.28884
P: -1.10819 -0.83687 0.60029
H: 1.17374 1.02940 -1.92498
H: 2.71186 -0.03232 -1.82033
H: 1.94941 -1.28343 -3.74982
H: 0.45970 -0.00813 -3.74231
H: 2.15221 -0.23916 2.33816
H: 2.23979 -1.45076 0.88387
H: 1.16631 -1.72417 2.17674
H: -3.14950 -0.00099 3.09309
H: -2.37785 1.65880 2.85337
H: -1.36961 0.11327 3.09192
H: -1.60627 0.94843 -0.98065
H: -2.28973 -0.50253 -1.53464
H: -0.55340 -0.34731 -1.76883

Atomic partial charges in e from the natural (NBO) method, atoms 1 to 2: -0.40, -0.41

Density functional theory data (ωB97M-V/def2-TZVPD) for a single C5H8O2 molecule.

The value obtained for the lowest unoccupied orbital energy is 0.8574 eV. As for the SMILES: C=COCC(=C)O. For the HOMO energy, the calculation gives -9.06 eV.

CARTESIAN COORDINATES (ANGSTROEM)
C: -1.98127 1.13643 0.31002
C: -1.68909 -0.07621 -0.14410
O: -0.85530 -0.26102 -1.21603
C: 0.27047 -1.06438 -0.89890
C: 1.16570 -0.39774 0.12432
C: 1.62285 0.84615 -0.00837
O: 1.39139 -1.20915 1.19600
H: -2.65837 1.26728 1.14735
H: -1.51321 2.01657 -0.12381
H: -2.08497 -0.99958 0.28926
H: 0.80241 -1.21662 -1.84477
H: -0.04098 -2.04364 -0.51152
H: 1.37039 1.41857 -0.89493
H: 2.24565 1.32557 0.74490
H: 1.95434 -0.74223 1.83059

Atomic partial charges in e from the natural (NBO) method, atoms 1 to 2: -0.46, 0.12

In order of appearance, strongest force on any atom = 0.033 0.095 0.008 hartree/bohr.